Version 1
{
  "formula": "C3H5ClO2P",
  "method": "ωB97M-V/def2-TZVPD",
  "homo_energy_ev": -4.0,
  "orbital_gap_ev": 7.82,
  "total_charge": -1,
  "species": ["C", "C", "C", "O", "O", "P", "Cl", "H", "H", "H", "H", "H"],
  "xyz": [[-1.478, -0.400, 0.179], [-0.828, -1.345, -0.820], [2.031, 1.362, 0.720], [-2.387, -0.680, 0.947], [-1.020, 0.777, 0.226], [0.763, 1.305, -0.447], [2.810, -0.302, 0.444], [-1.440, -2.196, -0.924], [-0.689, -0.727, -1.820], [0.100, -1.667, -0.303], [0.318, 2.623, 0.031], [1.820, 1.250, 1.767]],
  "mulliken_charge": [0.81, -0.90, -0.43, -0.68, -0.50, 0.06, -0.36, 0.29, 0.28, 0.21, -0.01, 0.23]
}

Version 2
{
  "formula": "C3H5ClO2P",
  "method": "ωB97M-V/def2-TZVPD",
  "homo_energy_ev": -4.5,
  "orbital_gap_ev": 8.05,
  "total_charge": -1,
  "species": ["C", "C", "C", "O", "O", "P", "Cl", "H", "H", "H", "H", "H"],
  "xyz": [[1.578, 0.081, 1.247], [0.228, -0.566, 1.596], [-0.444, -0.330, -0.483], [2.686, -0.297, 1.632], [1.369, 1.197, 0.654], [-0.349, 1.496, -0.644], [-2.106, -0.915, -0.264], [0.135, -1.572, 1.867], [-0.562, 0.198, 1.938], [0.007, -1.063, -1.065], [0.842, 1.884, -1.270], [-0.792, 1.394, -1.987]],
  "mulliken_charge": [0.70, -0.80, -0.39, -0.70, -0.61, -0.05, -0.24, 0.36, 0.34, 0.44, -0.02, -0.04]
}

The most stable arrangement is version 1, and the next structure is 34.0 kcal/mol less stable.

Version 1
{
  "formula": "C7H13N2O2",
  "method": "ωB97M-V/def2-TZVPD",
  "homo_energy_ev": -13.3,
  "smiles": "COn1c[n+](OC)c(C)c1C",
  "orbital_gap_ev": 9.92,
  "total_charge": 1,
  "species": ["C", "O", "N", "C", "N", "O", "C", "C", "C", "C", "C", "H", "H", "H", "H", "H", "H", "H", "H", "H", "H", "H", "H", "H"],
  "xyz": [[-2.729, -0.624, -2.058], [-1.421, -1.121, -1.870], [-0.506, -0.526, -0.982], [-0.195, 0.890, -0.963], [0.723, 0.967, 0.000], [1.127, 2.129, 0.593], [2.147, 2.871, -0.136], [0.880, -0.180, 0.648], [1.696, -0.189, 1.953], [0.098, -1.168, 0.085], [0.049, -2.596, 0.480], [-2.941, -0.124, -1.137], [-3.381, -1.394, -2.411], [-2.774, 0.136, -2.876], [-0.467, 1.654, -1.737], [2.075, 3.890, 0.329], [1.955, 2.706, -1.237], [3.197, 2.487, 0.085], [1.219, -0.583, 2.727], [2.694, -0.868, 1.836], [2.038, 0.843, 2.265], [1.024, -3.003, 0.322], [-0.152, -2.528, 1.621], [-0.742, -3.215, 0.079]],
  "mulliken_charge": [-0.62, -0.39, 0.39, -0.15, 0.50, -0.32, -0.48, 0.00, -1.29, 0.47, -1.18, 0.35, 0.29, 0.27, 0.35, 0.25, 0.29, 0.25, 0.44, 0.30, 0.30, 0.32, 0.31, 0.34]
}

Version 2
{
  "formula": "C7H13N2O2",
  "method": "ωB97M-V/def2-TZVPD",
  "homo_energy_ev": -13.2,
  "smiles": "CC/C(O)=N\\[C@H](C)COC#[NH+]",
  "orbital_gap_ev": 9.91,
  "total_charge": 1,
  "species": ["C", "C", "C", "O", "N", "C", "C", "C", "O", "C", "N", "H", "H", "H", "H", "H", "H", "H", "H", "H", "H", "H", "H", "H"],
  "xyz": [[-0.807, -1.311, -3.064], [0.199, -1.428, -1.917], [0.571, -0.077, -1.374], [1.019, 0.749, -2.310], [0.534, 0.349, -0.175], [0.062, -0.438, 0.931], [-1.460, -0.366, 1.084], [0.767, 0.033, 2.211], [0.205, 1.295, 2.724], [0.605, 2.419, 2.663], [0.965, 3.517, 2.786], [-1.728, -0.839, -2.728], [-1.043, -2.300, -3.444], [-0.387, -0.718, -3.872], [1.115, -1.887, -2.300], [-0.203, -2.064, -1.128], [1.246, 1.611, -1.935], [0.366, -1.495, 0.847], [-1.935, -0.751, 0.185], [-1.785, 0.664, 1.216], [-1.788, -0.958, 1.934], [0.590, -0.675, 3.023], [1.835, 0.174, 2.038], [1.058, 4.497, 2.604]],
  "mulliken_charge": [-1.24, -0.20, 0.58, -0.48, -0.59, 0.36, -1.28, -0.86, -0.21, 0.54, -0.11, 0.31, 0.37, 0.33, 0.32, 0.20, 0.34, 0.38, 0.36, 0.33, 0.39, 0.39, 0.44, 0.32]
}

The most stable arrangement is version 2, and the next structure is 76.1 kcal/mol less stable.

Version 1
{
  "formula": "CH10NO2",
  "method": "ωB97M-V/def2-TZVPD",
  "homo_energy_ev": -15.9,
  "orbital_gap_ev": 4.60,
  "total_charge": 1,
  "species": ["C", "N", "H", "H", "H", "H", "H", "H", "H", "H", "O", "H", "H", "O"],
  "xyz": [[0.288, -0.046, 2.479], [-0.497, -0.123, -2.149], [1.196, 0.481, 2.760], [-0.585, 0.575, 2.407], [0.149, -0.854, 3.200], [0.535, -0.625, 1.554], [0.174, -0.476, -2.851], [-1.453, -0.270, -2.556], [-0.084, -1.135, -1.028], [0.267, -2.521, -0.205], [0.395, -1.559, -0.267], [-0.319, 2.974, -1.067], [-0.230, 1.424, -1.392], [0.163, 2.155, -0.885]],
  "mulliken_charge": [-0.70, -0.54, 0.28, 0.24, 0.33, 0.04, 0.36, 0.35, 0.39, 0.39, -0.49, 0.40, 0.42, -0.48]
}

Version 2
{
  "formula": "CH10NO2",
  "method": "ωB97M-V/def2-TZVPD",
  "homo_energy_ev": -16.1,
  "orbital_gap_ev": 13.02,
  "total_charge": 1,
  "species": ["C", "N", "H", "H", "H", "H", "H", "H", "H", "H", "O", "H", "H", "O"],
  "xyz": [[-0.238, -0.294, 1.620], [-0.781, -0.163, 0.192], [0.790, -0.026, 1.706], [-0.191, -1.336, 1.902], [-0.835, 0.317, 2.336], [-0.932, 0.817, -0.008], [-0.153, -0.759, -0.444], [-1.660, -0.621, 0.116], [0.342, 2.978, 0.490], [0.397, 2.854, -1.063], [0.231, 2.354, -0.278], [0.453, -2.656, -1.883], [1.531, -1.656, -1.531], [0.664, -1.979, -1.308]],
  "mulliken_charge": [-0.84, -0.16, 0.33, 0.36, 0.36, 0.37, 0.24, 0.40, 0.33, 0.30, -0.65, 0.30, 0.32, -0.65]
}

The most stable arrangement is version 2, and the next structure is 192.9 kcal/mol less stable.